[1]
57
Properties=species:S:1:pos:R:3:forces:R:3 method="wB97M-V/def2-TZVPD" spin_multiplicity=4 charge=+2 e_above_lowest_kj_mol=4.3 orbital_gap_ha="0.2386 / 0.2386" s2=3.78
Cr 0.446 0.047 -0.170 0.2 -0.1 0.1
C 2.576 2.148 3.051 0.0 0.0 0.0
C 1.650 1.541 2.053 0.0 0.0 0.0
N 1.980 0.810 1.051 -0.1 0.0 -0.1
N 3.269 0.473 0.764 0.0 0.1 0.0
C 3.519 -0.322 -0.312 0.1 0.0 0.0
N 4.789 -0.629 -0.535 0.0 0.0 0.0
S 2.298 -0.904 -1.330 0.1 0.0 -0.1
C 0.182 1.746 2.189 0.0 0.0 0.0
C -0.374 2.494 3.207 0.0 0.0 0.0
C -1.762 2.607 3.274 0.0 0.0 0.0
C -2.539 1.968 2.329 0.0 0.0 0.0
C -1.910 1.237 1.329 0.0 0.0 0.0
N -0.586 1.134 1.260 0.0 0.0 0.0
H 3.625 1.920 2.883 0.0 0.0 0.0
H 2.320 1.799 4.053 0.0 0.0 0.0
H 2.468 3.234 3.042 0.0 0.0 0.0
H 4.015 0.815 1.353 0.0 0.0 0.0
H 5.548 -0.309 0.046 0.0 0.0 0.0
H 5.018 -1.222 -1.317 0.0 0.0 0.0
H 0.246 2.983 3.943 0.0 0.0 0.0
H -2.219 3.187 4.063 0.0 0.0 0.0
H -3.618 2.024 2.354 0.0 0.0 0.0
H -2.465 0.712 0.562 0.0 0.0 0.0
C 1.416 -2.281 2.667 0.0 0.0 0.0
C 0.395 -2.647 1.635 0.0 0.0 0.0
C -0.200 -3.889 1.608 0.0 0.0 0.0
C -1.142 -4.174 0.616 0.0 0.0 0.0
C -1.481 -3.238 -0.335 0.1 0.0 0.0
C -0.853 -1.989 -0.265 -0.2 -0.1 0.0
N 0.045 -1.726 0.719 0.1 0.1 -0.1
N -0.974 -0.898 -1.081 -0.1 0.0 0.0
Si -1.997 -0.846 -2.531 -0.1 0.0 0.0
C -1.926 0.888 -3.222 0.0 0.0 0.0
C -1.355 -2.058 -3.792 0.0 0.0 0.0
C -3.756 -1.225 -2.029 0.0 0.0 0.0
H 0.987 -2.328 3.669 0.0 0.0 0.0
H 1.799 -1.276 2.504 0.0 0.0 0.0
H 2.253 -2.980 2.642 0.0 0.0 0.0
H 0.063 -4.630 2.348 0.0 0.0 0.0
H -1.610 -5.150 0.593 0.0 0.0 0.0
H -2.196 -3.457 -1.112 0.0 0.0 0.0
H -0.942 1.130 -3.629 0.0 0.0 0.0
H -2.212 1.645 -2.490 0.0 0.0 0.0
H -2.637 0.958 -4.048 0.0 0.0 0.0
H -0.290 -1.905 -3.986 0.0 0.0 0.0
H -1.879 -1.927 -4.742 0.0 0.0 0.0
H -1.489 -3.099 -3.496 0.0 0.0 0.0
H -4.113 -0.541 -1.256 0.0 0.0 0.0
H -3.892 -2.241 -1.656 0.0 0.0 0.0
H -4.420 -1.111 -2.889 0.0 0.0 0.0
Cl -0.914 4.686 -2.816 0.0 0.0 0.0
C 0.673 3.926 -2.836 0.0 -0.1 0.0
Cl 1.896 4.979 -2.115 0.0 0.0 0.0
Cl 1.133 3.425 -4.459 0.0 0.0 0.0
C 0.601 2.711 -2.001 0.0 0.1 0.0
N 0.542 1.772 -1.353 0.0 0.1 0.0

[2]
58
Properties=species:S:1:pos:R:3:forces:R:3 method="wB97M-V/def2-TZVPD" spin_multiplicity=6 charge=+1 e_above_lowest_kj_mol=0.0 orbital_gap_ha="0.3008 / 0.2460" s2=8.77
Ir -0.197 0.650 -0.578 0.5 0.5 -0.7
C 4.450 -1.712 1.492 0.0 0.0 0.0
N 3.237 -0.922 1.670 0.0 0.0 0.0
C 3.014 -0.416 3.022 0.0 0.0 0.0
C 2.468 -0.513 0.669 0.0 0.0 0.0
O 1.518 0.271 0.874 -0.1 -0.1 0.0
C 2.831 -0.975 -0.739 0.0 0.0 0.0
O 1.950 -0.461 -1.708 0.0 0.1 0.0
C 1.273 -1.431 -2.493 0.0 0.0 0.0
C 0.104 -1.990 -1.694 0.0 0.0 0.1
O -0.015 -1.599 -0.498 -0.1 -0.2 0.0
N -0.719 -2.833 -2.268 0.0 0.0 -0.1
C -1.938 -3.250 -1.582 0.0 0.0 0.0
C -0.608 -3.129 -3.701 0.0 0.0 0.0
H 4.545 -2.393 2.335 0.0 0.0 0.0
H 5.330 -1.067 1.462 0.0 0.0 0.0
H 4.414 -2.307 0.586 0.0 0.0 0.0
H 3.042 -1.251 3.721 0.0 0.0 0.0
H 2.051 0.078 3.075 0.0 0.0 0.0
H 3.798 0.296 3.288 0.0 0.0 0.0
H 2.863 -2.065 -0.772 0.0 0.0 0.0
H 3.837 -0.604 -0.963 0.0 0.0 0.0
H 1.953 -2.232 -2.798 0.0 0.0 0.0
H 0.907 -0.918 -3.384 0.0 0.0 0.0
H -1.815 -3.110 -0.514 0.0 0.0 0.0
H -2.123 -4.300 -1.798 0.0 0.0 0.0
H -2.773 -2.644 -1.935 0.0 0.0 0.0
H -0.808 -2.231 -4.288 0.0 0.0 0.0
H -1.345 -3.887 -3.944 0.0 0.0 0.0
H 0.378 -3.526 -3.940 0.0 0.0 0.0
Te 1.377 3.015 -0.565 0.1 0.2 -0.1
C 1.644 3.664 1.391 0.0 0.0 0.1
C 0.592 3.613 2.307 0.0 0.0 0.1
C 0.787 4.052 3.607 0.0 0.0 0.0
C 2.031 4.526 4.003 0.0 0.0 0.0
C 3.078 4.582 3.093 0.0 0.0 0.0
C 2.885 4.164 1.785 0.0 0.0 0.0
H -0.380 3.251 2.001 0.0 0.0 0.0
H -0.034 4.028 4.312 0.0 0.0 0.0
H 2.181 4.865 5.019 0.0 0.0 0.0
H 4.041 4.968 3.399 0.0 0.0 0.0
H 3.701 4.240 1.075 0.0 0.0 0.0
Cl -5.307 3.288 -0.124 0.0 0.0 0.0
C -4.012 2.506 0.692 -0.1 0.0 0.0
C -4.053 2.311 2.062 0.0 0.0 0.0
C -2.982 1.675 2.672 0.0 0.0 0.0
C -1.914 1.273 1.897 -0.1 0.0 0.0
N -1.892 1.465 0.571 -0.2 -0.2 0.2
C -2.922 2.060 -0.038 0.1 0.0 0.0
H -4.906 2.648 2.634 0.0 0.0 0.0
H -2.972 1.497 3.738 0.0 0.0 0.0
H -1.046 0.793 2.331 0.0 0.0 0.0
H -2.878 2.175 -1.116 0.0 0.0 0.0
O -2.475 1.915 -3.413 0.0 0.0 0.0
S -1.433 0.972 -3.148 0.0 -0.2 0.3
O -0.916 0.207 -4.251 0.1 0.0 0.0
O -0.235 1.717 -2.438 0.0 -0.3 0.1
O -1.799 0.053 -1.977 -0.2 0.0 -0.1

[3]
47
Properties=species:S:1:pos:R:3:forces:R:3 method="wB97M-V/def2-TZVPD" spin_multiplicity=2 charge=-1 e_above_lowest_kj_mol=350.5 orbital_gap_ha="0.2494 / 0.2358" s2=0.77
V 0.619 -0.317 0.402 1.7 -0.2 1.1
I 3.307 -0.355 1.177 0.4 0.0 0.0
C 0.784 -2.348 -0.047 0.3 0.0 0.0
C 1.367 -3.583 -0.130 0.1 0.1 0.0
C 0.579 -4.728 -0.364 0.1 -0.1 0.0
C -0.785 -4.651 -0.459 -0.2 -0.2 0.0
C -1.437 -3.405 -0.355 -0.1 0.1 0.0
C -2.831 -3.194 -0.410 -0.2 -0.2 0.0
C -3.341 -1.925 -0.336 -0.2 0.0 -0.1
C -2.509 -0.796 -0.226 0.0 0.3 0.0
C -1.153 -0.954 -0.151 -0.7 0.0 -0.5
C -0.616 -2.257 -0.199 -0.5 -1.3 -0.2
H 2.441 -3.701 -0.013 0.0 0.0 0.1
H 1.065 -5.695 -0.438 0.0 0.0 0.0
H -1.374 -5.551 -0.609 0.0 0.0 0.0
H -3.499 -4.045 -0.494 0.0 0.0 -0.1
H -4.415 -1.779 -0.368 0.0 0.0 0.0
H -2.964 0.190 -0.188 0.0 0.0 0.0
C -0.005 1.165 4.031 0.0 0.0 -0.4
C -0.100 1.603 2.556 -0.2 1.2 1.1
C -1.534 2.091 2.243 0.4 -0.3 0.0
C 0.907 2.745 2.297 -0.2 -0.3 0.0
N 0.216 0.552 1.691 -0.3 -0.4 0.2
H -0.209 1.998 4.702 -0.1 0.1 0.1
H 0.993 0.784 4.238 0.1 -0.1 0.0
H -0.727 0.373 4.217 0.0 -0.1 0.1
H -1.827 2.907 2.900 0.0 0.1 0.1
H -2.232 1.264 2.355 -0.1 0.0 0.0
H -1.569 2.424 1.209 -0.1 0.1 -0.1
H 0.751 3.575 2.983 -0.1 0.1 0.1
H 0.797 3.092 1.273 0.0 0.1 -0.1
H 1.917 2.362 2.416 0.1 0.0 0.0
C 0.211 0.734 -3.239 0.0 0.0 0.4
C 1.104 1.353 -2.146 0.3 0.1 -0.4
C 1.163 2.879 -2.353 0.0 -0.2 0.1
C 2.522 0.775 -2.254 -0.2 0.1 0.0
C 0.493 1.102 -0.794 -0.3 1.3 -1.2
H 0.590 0.979 -4.233 0.1 0.1 -0.1
H -0.806 1.113 -3.147 -0.1 0.0 -0.1
H 0.184 -0.351 -3.130 -0.1 0.0 0.0
H 1.612 3.140 -3.310 0.1 0.0 -0.1
H 1.750 3.338 -1.557 0.1 0.1 0.0
H 0.158 3.304 -2.319 -0.1 0.0 0.0
H 2.948 0.963 -3.243 -0.1 0.0 -0.1
H 2.515 -0.304 -2.083 0.1 0.0 0.1
H 3.172 1.240 -1.512 0.0 -0.2 0.0
H -0.232 1.896 -0.580 0.0 -0.2 0.1

[4]
55
Properties=species:S:1:pos:R:3:forces:R:3 method="wB97M-V/def2-TZVPD" spin_multiplicity=3 charge=+2 e_above_lowest_kj_mol=106.0 orbital_gap_ha="0.1926 / 0.2136" s2=2.06
Mo -0.074 1.718 0.316 1.2 2.4 -1.2
N 3.332 0.087 2.709 0.2 -0.1 0.0
C 2.174 0.487 2.218 -0.4 0.7 -1.4
S 2.139 1.126 0.542 0.5 -0.6 0.0
N 1.070 0.488 2.881 0.1 -0.5 1.5
N -0.021 0.868 2.221 -0.5 -0.1 0.7
C -1.177 0.902 2.888 1.3 0.1 0.4
C -1.300 0.826 4.336 0.0 0.0 0.4
C -0.595 -0.106 5.108 -0.2 -0.1 -0.2
C -0.713 -0.094 6.484 -0.1 0.0 0.1
C -1.503 0.856 7.118 0.0 0.1 -0.2
C -2.197 1.792 6.361 0.0 0.1 0.1
C -2.113 1.771 4.985 0.2 -0.1 -0.3
C -2.306 0.990 2.001 -1.0 -0.1 -0.4
C -3.640 0.798 2.383 0.8 0.1 0.1
C -4.606 0.653 1.409 0.2 0.0 -0.7
C -4.217 0.676 0.066 -0.1 -0.1 0.4
C -2.899 0.918 -0.252 0.1 -0.1 -0.5
N -1.946 1.091 0.685 -2.0 -0.9 0.6
H 4.163 0.092 2.135 -0.1 0.0 0.2
H 3.380 -0.296 3.642 0.0 0.0 0.0
H -0.007 -0.864 4.619 0.1 0.0 0.0
H -0.192 -0.831 7.073 0.1 -0.1 0.0
H -1.572 0.883 8.195 0.0 -0.1 0.1
H -2.794 2.550 6.844 -0.1 0.0 0.1
H -2.629 2.520 4.402 -0.1 0.1 0.0
H -3.884 0.715 3.432 0.0 0.0 0.0
H -5.638 0.483 1.672 -0.1 0.0 0.1
H -4.934 0.484 -0.714 0.0 0.1 -0.2
H -2.566 0.937 -1.288 -0.1 0.1 0.1
C 1.475 4.118 3.107 -0.2 0.0 -0.3
C 0.298 4.580 2.265 -0.2 0.1 1.0
C -0.044 6.040 2.490 -0.1 -0.2 -0.3
O 0.710 4.336 0.878 -0.3 -1.6 -0.3
P -0.199 4.581 -0.418 -0.6 2.3 -0.8
S -0.214 6.402 -1.130 0.2 -2.1 0.6
S 0.477 2.934 -1.589 0.2 0.1 0.1
O -1.593 3.923 0.143 1.1 0.0 0.2
C -2.923 4.254 -0.390 -0.7 0.1 -0.2
C -2.905 4.442 -1.896 0.0 -0.1 0.1
C -3.494 5.452 0.348 0.2 -0.3 0.0
H 1.186 4.024 4.150 -0.1 0.0 0.1
H 2.287 4.834 3.023 0.1 0.1 0.0
H 1.828 3.151 2.749 0.0 0.0 0.1
H -0.582 3.934 2.454 0.3 0.3 -0.1
H 0.804 6.661 2.208 0.1 0.1 0.0
H -0.258 6.210 3.542 0.0 -0.1 0.1
H -0.909 6.343 1.901 0.0 0.1 0.0
H -3.505 3.359 -0.133 0.1 0.2 -0.1
H -2.528 5.425 -2.169 0.0 -0.1 0.0
H -3.922 4.357 -2.269 -0.1 0.0 0.0
H -2.294 3.680 -2.383 -0.1 0.0 -0.1
H -2.895 6.342 0.175 0.1 0.0 0.0
H -3.554 5.255 1.417 0.0 0.0 0.1
H -4.496 5.639 -0.031 -0.1 0.0 0.0